55
Properties=species:S:1:pos:R:3:forces:R:3 method="wB97M-V/def2-TZVPD" gap_ev=7.7 e_lumo_ha=-0.125 charge=+1 de_lowest_ev=0.0000
Au -0.050 0.095 0.059 -0.07 -0.03 -0.04
N 2.042 0.473 0.149 0.11 0.02 0.10
N 2.684 0.608 1.395 0.06 0.04 -0.06
C 2.037 0.706 2.602 0.03 -0.01 0.06
N 2.837 0.853 3.657 -0.02 -0.01 -0.02
N 0.733 0.653 2.547 0.00 -0.04 0.00
N -0.001 0.736 3.716 -0.07 0.12 -0.03
O 0.542 0.650 4.812 -0.03 -0.02 -0.02
O -1.186 0.886 3.550 0.06 -0.06 0.02
H 2.499 -0.295 -0.343 -0.05 -0.03 0.00
H 2.171 1.330 -0.387 -0.01 0.00 -0.01
H 3.686 0.682 1.362 0.01 0.01 -0.02
H 3.837 0.871 3.568 0.00 0.01 0.00
H 2.397 0.841 4.567 0.00 0.00 0.01
C -2.788 -1.362 -0.326 -0.01 0.01 0.04
N -2.038 -0.111 -0.233 0.00 0.00 0.03
C -2.665 1.038 -0.230 0.03 0.01 -0.06
C -1.958 2.234 -0.091 -0.07 0.01 0.01
C -2.332 3.580 0.013 0.01 -0.01 -0.01
C -1.159 4.290 0.225 0.02 0.00 0.00
C -0.116 3.351 0.247 0.05 0.02 0.00
N -0.591 2.121 0.049 -0.07 0.00 0.06
C -2.805 -2.145 0.970 -0.03 0.00 -0.03
C -2.863 -1.501 2.198 0.05 0.01 -0.01
C -2.859 -2.237 3.375 0.01 -0.03 0.02
C -2.810 -3.623 3.330 0.00 0.02 0.02
C -2.765 -4.273 2.104 0.00 0.00 -0.02
C -2.758 -3.536 0.930 -0.04 -0.01 0.00
H -2.366 -1.975 -1.123 0.01 0.01 -0.01
H -3.805 -1.101 -0.631 0.00 -0.02 0.02
H -3.745 1.036 -0.341 0.00 -0.01 0.02
H -3.334 3.975 -0.053 0.00 -0.01 0.00
H -1.054 5.355 0.350 0.00 0.00 0.00
H 0.937 3.541 0.402 0.00 0.00 0.00
H -2.886 -0.420 2.250 0.00 0.02 0.00
H -2.893 -1.722 4.326 -0.01 0.00 0.00
H -2.809 -4.195 4.248 0.00 0.00 0.00
H -2.732 -5.354 2.062 0.00 0.00 0.00
H -2.711 -4.045 -0.028 0.00 0.00 0.01
C 1.479 -2.898 2.517 0.01 -0.03 0.01
Si 1.650 -2.939 0.660 -0.01 -0.01 0.06
C 3.393 -2.437 0.136 0.02 -0.04 -0.01
C 1.340 -4.669 0.034 -0.03 -0.02 0.01
C 0.283 -1.923 -0.150 0.05 0.00 -0.06
H 2.171 -3.609 2.976 -0.01 0.00 0.01
H 0.466 -3.191 2.804 -0.01 0.01 -0.01
H 1.672 -1.920 2.960 0.01 0.03 -0.01
H 4.059 -3.285 0.316 -0.01 0.01 0.01
H 3.815 -1.610 0.711 0.00 0.01 -0.02
H 3.472 -2.222 -0.934 -0.01 0.02 0.00
H 2.054 -5.376 0.462 0.00 0.01 0.00
H 1.420 -4.731 -1.053 0.00 0.00 0.00
H 0.338 -5.000 0.317 0.00 -0.01 -0.01
H -0.615 -2.402 0.236 -0.01 -0.04 -0.02
H 0.289 -2.095 -1.233 0.02 0.04 0.00